C18H27N3O3S | ωB97M-V/def2-TZVPD

```
52
Properties=species:S:1:pos:R:3:lowdin_charge:R:1
C -6.549 0.066 -1.515 -0.032
C -5.333 0.626 -0.778 -0.294
C -4.397 -0.103 -0.191 -0.032
C -3.481 0.303 0.593 -0.344
C -3.428 1.531 0.655 -0.051
C -4.425 2.455 0.242 -0.034
C -5.466 1.883 -0.428 -0.099
H -6.114 2.686 -1.191 0.195
H -4.356 3.636 0.233 0.149
H -2.636 2.067 1.426 0.192
C -2.645 -0.367 1.359 -0.346
O -2.634 -0.494 2.453 0.258
N -1.819 -1.580 0.449 -0.085
C -1.555 -1.104 -0.805 -0.230
H -2.323 -0.529 -1.399 0.149
H -1.696 -2.190 -1.227 0.162
C -0.131 -0.772 -0.958 -0.323
N 0.747 -1.562 -0.321 -0.185
S 2.484 -1.152 -0.868 0.809
O 3.084 -2.278 -0.082 -0.332
O 2.378 -1.103 -2.314 -0.275
N 2.636 0.292 0.095 -0.178
C 3.655 0.233 1.123 -0.288
C 5.049 0.562 0.952 -0.197
H 5.385 0.337 -0.461 0.221
C 5.445 2.035 0.909 -0.280
H 4.984 2.158 1.884 0.098
H 6.476 2.356 0.887 0.115
C 4.653 2.813 -0.080 -0.243
H 5.257 2.581 -1.069 0.129
H 4.928 4.015 -0.024 0.161
C 3.197 2.611 -0.481 -0.169
H 2.873 3.463 -0.985 0.095
C 2.858 1.170 -1.024 -0.266
H 3.588 0.993 -1.771 0.095
H 1.954 1.572 -1.467 0.119
H 2.751 2.733 0.436 0.081
H 5.747 0.009 1.761 0.163
H 3.607 -0.878 1.403 0.125
H 3.149 0.869 1.973 0.171
C 0.619 -1.782 1.170 -0.036
H 1.151 -2.332 1.612 -0.011
C -0.969 -2.312 1.223 -0.128
H -1.169 -2.477 2.281 0.125
H -1.039 -3.195 0.656 0.109
H 0.786 -0.819 1.545 0.093
H 0.183 -0.631 -2.020 0.133
H 0.001 0.237 -0.496 0.125
H -4.602 -1.174 -0.389 0.168
H -6.534 -0.905 -1.810 0.025
H -6.708 0.690 -2.562 0.140
H -7.510 0.150 -1.091 0.058
```

Results
Orbital gap = 8.3 eV
LUMO = 0.020 Eh
Net charge = 0
Relative energy (zero: lowest compared OMol25 entry of this formula, charge and spin) = 16.751 eV

C18H27N3O4S | ωB97M-V/def2-TZVPD

```
53
Properties=species:S:1:pos:R:3:lowdin_charge:R:1
C 2.537 -5.092 -0.275 -0.055
C 2.372 -3.800 0.522 -0.481
C 3.430 -3.667 1.615 -0.053
N 2.415 -2.625 -0.332 -0.116
S 0.978 -2.219 -1.068 0.660
O 0.246 -3.370 -1.521 -0.287
O 1.298 -1.214 -2.049 -0.305
C 0.097 -1.449 0.274 -0.295
C -1.236 -1.746 0.481 -0.053
C -1.955 -1.013 1.411 -0.025
C -1.346 0.015 2.126 -0.217
C -2.162 0.933 2.987 -0.132
C -2.746 2.057 2.108 -0.072
C -1.598 2.903 1.564 -0.464
O -0.760 3.337 2.338 0.044
N -1.547 3.180 0.243 -0.033
C -2.329 2.593 -0.821 -0.131
C -1.596 1.369 -1.372 -0.087
C -0.177 1.728 -1.841 -0.227
C -0.243 2.428 -3.193 -0.521
N 0.369 1.743 -4.182 0.185
O -0.790 3.495 -3.385 0.055
C 0.559 2.606 -0.815 -0.092
C -0.318 3.743 -0.290 -0.122
C 0.016 0.249 1.949 -0.015
C 0.737 -0.476 1.017 -0.058
H 2.445 -5.954 0.380 0.082
H 3.516 -5.118 -0.751 0.083
H 1.767 -5.145 -1.040 0.064
H 1.375 -3.782 0.976 0.136
H 3.354 -4.498 2.310 0.080
H 4.425 -3.667 1.176 0.080
H 3.291 -2.737 2.160 0.074
H 3.189 -2.613 -0.978 0.120
H -1.693 -2.526 -0.107 0.117
H -3.004 -1.220 1.562 0.122
H -1.536 1.390 3.753 0.118
H -2.978 0.389 3.465 0.118
H -3.366 2.705 2.730 0.127
H -3.364 1.622 1.327 0.097
H -3.331 2.330 -0.486 0.114
H -2.420 3.341 -1.613 0.123
H -2.159 0.945 -2.205 0.131
H -1.526 0.612 -0.590 0.090
H 0.386 0.798 -1.962 0.096
H 0.796 0.848 -4.015 0.097
H 0.366 2.119 -5.116 0.112
H 1.461 3.019 -1.269 0.127
H 0.854 1.981 0.029 0.098
H 0.192 4.278 0.512 0.122
H -0.568 4.433 -1.097 0.123
H 0.493 1.032 2.518 0.123
H 1.785 -0.291 0.839 0.120
```

Results
Orbital gap = 9.4 eV
LUMO = 0.018 Eh
Net charge = 0
Structure (SMILES) = CC(C)NS(=O)(=O)c1ccc(CCC(=O)N2CCC(C(N)=O)CC2)cc1
Relative energy (zero: lowest compared OMol25 entry of this formula, charge and spin) = 0.000 eV

C18H27N5O3S | ωB97M-V/def2-TZVPD

```
54
Properties=species:S:1:pos:R:3:lowdin_charge:R:1
C 2.016 0.106 5.179 -0.113
C 1.046 -0.408 4.123 -0.270
C 0.042 0.665 3.710 -0.212
C -0.957 0.144 2.671 -0.128
C -0.261 -0.218 1.398 -0.363
N 0.346 0.760 0.746 0.122
C 1.010 0.462 -0.365 -0.485
S 1.822 1.703 -1.248 1.073
C 1.034 3.175 -0.508 -0.404
C -0.160 3.563 -1.379 -0.259
N -1.054 2.430 -1.522 -0.205
C -2.132 2.411 -0.555 -0.165
C -2.878 1.080 -0.659 -0.190
O -3.361 0.854 -1.962 -0.124
C -2.304 0.884 -2.891 -0.189
C -1.573 2.225 -2.860 -0.161
C 1.083 -0.869 -0.818 -0.059
C 1.817 -1.247 -2.003 -0.396
O 2.478 -0.472 -2.666 0.019
N 1.705 -2.592 -2.333 0.034
C 2.397 -3.070 -3.518 0.002
C 1.001 -3.545 -1.624 -0.435
O 0.966 -4.700 -1.982 0.096
N 0.341 -3.113 -0.486 0.020
C -0.408 -4.077 0.296 -0.007
C 0.366 -1.815 -0.077 -0.203
N -0.301 -1.491 1.030 0.204
H 2.722 -0.671 5.462 0.068
H 2.577 0.958 4.800 0.072
H 1.478 0.421 6.071 0.071
H 1.605 -0.736 3.244 0.105
H 0.507 -1.274 4.513 0.112
H -0.507 1.007 4.589 0.114
H 0.576 1.519 3.288 0.108
H -1.692 0.922 2.458 0.111
H -1.470 -0.741 3.047 0.117
H 0.730 2.896 0.498 0.056
H 1.779 3.967 -0.483 0.074
H -0.666 4.437 -0.939 0.123
H 0.210 3.850 -2.366 0.113
H -1.709 2.510 0.446 0.111
H -2.845 3.239 -0.730 0.131
H -3.751 1.074 -0.004 0.128
H -2.201 0.263 -0.368 0.110
H -2.752 0.707 -3.871 0.126
H -1.585 0.081 -2.666 0.122
H -0.740 2.198 -3.565 0.125
H -2.274 3.025 -3.157 0.131
H 2.935 -2.227 -3.945 0.089
H 3.087 -3.867 -3.245 0.100
H 1.675 -3.464 -4.234 0.101
H -0.297 -5.049 -0.180 0.089
H -0.020 -4.102 1.313 0.095
H -1.457 -3.786 0.328 0.096
```

Results
Orbital gap = 8.9 eV
LUMO = 0.009 Eh
Net charge = 0
Structure (SMILES) = CCCCc1nc(SCCN2CCOCC2)c2c(=O)n(C)c(=O)n(C)c2n1
Relative energy (zero: lowest compared OMol25 entry of this formula, charge and spin) = 0.000 eV

C18H27N5O5 | ωB97M-V/def2-TZVPD

```
55
Properties=species:S:1:pos:R:3:lowdin_charge:R:1
C -3.092 -6.316 -1.082 -0.173
C -2.680 -5.262 -0.239 -0.364
C -1.936 -4.171 -1.016 -0.152
C -2.923 -3.109 -2.041 -0.112
C -4.056 -2.601 -1.227 -0.288
O -3.725 -1.899 -0.202 0.051
C -3.274 -0.743 -0.253 -0.492
O -2.779 -0.318 -1.322 0.086
C -2.833 -0.078 1.003 -0.140
N -1.949 0.886 0.958 0.074
C -0.641 -0.041 0.512 -0.249
O -0.562 -1.169 0.565 0.176
C 0.435 1.041 0.531 -0.007
C 0.148 2.438 0.695 -0.210
N 1.515 2.929 0.364 0.175
C 2.459 2.043 0.131 -0.425
N 3.650 2.306 -0.303 -0.088
C 3.956 3.709 -0.918 0.093
C 4.193 4.504 0.717 0.137
O 5.521 3.562 1.121 -0.169
C 5.182 2.380 1.532 -0.231
C 4.768 1.581 0.022 -0.073
N 1.773 0.886 -0.057 -0.004
C 2.326 -0.523 -0.147 0.025
N -0.857 2.951 1.144 0.012
C -0.840 4.327 1.396 0.005
C -1.944 2.022 1.223 -0.446
O -3.077 2.608 1.446 -0.008
H -2.355 -6.758 -1.924 0.133
H -3.959 -5.907 -1.690 0.080
H -3.569 -7.164 -0.472 0.096
H -1.826 -5.640 0.411 0.134
H -3.383 -4.818 0.317 0.060
H -1.568 -3.305 -0.234 0.113
H -0.875 -4.365 -1.451 0.118
H -3.265 -3.903 -2.702 0.089
H -2.159 -2.481 -2.480 0.098
H -4.730 -3.373 -0.787 0.151
H -4.525 -1.995 -2.144 0.182
H -3.977 0.458 1.374 0.229
H -2.943 -0.888 1.914 0.207
H 2.918 4.195 -1.027 0.120
H 4.626 3.850 -1.559 0.018
H 4.634 5.479 0.547 0.101
H 3.605 4.187 1.370 -0.011
H 6.004 1.856 1.870 0.085
H 4.259 2.341 2.163 0.132
H 4.470 0.678 0.176 0.027
H 5.522 1.663 -0.626 0.090
H 1.495 -1.121 -0.608 0.092
H 3.078 -0.343 -1.218 0.181
H 2.787 -0.946 0.557 -0.009
H -0.248 4.778 1.965 0.004
H -0.858 4.965 0.287 0.180
H -1.914 4.615 1.419 0.100
```

Results
Orbital gap = 7.9 eV
LUMO = 0.022 Eh
Net charge = 0
Structure (SMILES) = CCCCCOC(=O)Cn1c(=O)c2c(nc(N3CCOCC3)n2C)n(C)c1=O
Relative energy (zero: lowest compared OMol25 entry of this formula, charge and spin) = 18.304 eV